[1]
4 unconnected molecules or ions with the total composition C16H35BO12. Source: OMol25; level of theory: ωB97M-V/def2-TZVPD.

XYZ file:
```
64
Properties=species:S:1:pos:R:3:lowdin_charge:R:1
H 4.856 -1.240 -0.476 0.076
O -5.598 1.970 1.949 0.039
H -7.515 -1.041 3.313 0.095
O 4.498 -6.780 3.438 0.126
H 7.553 -9.077 2.368 0.080
O -7.519 1.488 3.042 0.124
H -0.811 7.022 -2.458 0.121
C -6.106 3.273 1.623 -0.207
H 3.030 1.899 -4.930 0.092
C 6.869 -7.046 2.207 -0.210
C -1.254 6.082 -2.139 -0.186
H 0.195 4.239 -1.202 0.112
O 4.738 -0.810 -3.078 0.125
H 7.757 -6.710 1.675 0.122
H -1.369 2.497 -1.374 0.060
H 1.895 -4.765 1.755 0.089
C 3.563 -0.578 -2.958 -0.613
H -2.967 7.285 -2.315 0.123
H 2.570 -5.133 3.354 0.096
H -6.312 5.227 2.492 0.081
H 3.901 -2.939 -2.063 0.125
H 6.991 -6.789 3.258 0.123
B -3.948 4.312 -1.629 -0.533
C -6.008 4.226 2.794 -0.059
C -6.523 -0.867 3.723 -0.040
H -7.129 3.194 1.255 0.126
C 3.983 -1.831 -0.204 -0.060
C -0.050 3.979 -2.225 -0.249
H -1.651 2.870 -3.036 0.074
H 6.526 -8.764 0.958 0.082
H 0.893 3.794 -2.725 0.105
H -5.485 3.631 0.804 0.095
O 2.894 0.395 -3.581 -0.002
O -4.635 3.966 -2.752 0.137
C 4.668 -6.264 2.364 -0.613
C 3.710 1.247 -4.389 -0.040
C -0.872 2.691 -2.312 -0.050
O -5.784 0.048 2.910 0.005
O -0.663 5.058 -2.917 -0.134
H -5.214 3.221 -2.523 0.105
O -3.540 5.583 -1.366 0.045
H -2.982 5.899 -3.372 0.131
H 1.997 -6.451 2.299 0.099
C -2.741 6.228 -2.366 -0.152
H -4.983 4.267 3.165 0.083
H 4.366 1.847 -3.761 0.098
H -0.274 1.842 -2.600 0.066
H -1.052 5.984 -1.078 0.130
O 5.787 -6.288 1.644 0.036
O 2.697 -1.252 -2.203 0.036
C -6.408 1.205 2.679 -0.612
H 4.314 -2.673 0.404 0.074
H 2.402 -2.940 -1.143 0.119
H -6.648 3.905 3.615 0.075
C 6.677 -8.535 2.013 -0.065
H -6.602 -0.489 4.741 0.098
H 3.328 -1.198 0.396 0.082
C 3.255 -2.329 -1.433 -0.208
H 5.807 -8.893 2.562 0.075
H -5.963 -1.797 3.724 0.092
O 3.764 -5.544 1.696 -0.005
C 2.482 -5.477 2.327 -0.038
H 4.298 0.668 -5.097 0.095
H -3.660 3.457 -0.841 0.102
```

Computed properties:
- DFT total energy (a.u.) = -1558.4533
- total charge = 0
- SMILES = CCOC(=O)OC.CCOC(=O)OC.CCOC(=O)OC.CCOCCOBO
- HOMO-LUMO gap (eV) = 10.180
- E_HOMO (eV) = -9.6



[2]
7 unconnected molecules or ions with the total composition C16H35Br8NO2S2. Source: OMol25; level of theory: ωB97M-V/def2-TZVPD.

XYZ file:
```
64
Properties=species:S:1:pos:R:3:lowdin_charge:R:1
N -3.042 5.876 2.514 0.144
H -3.946 2.249 -2.704 0.061
Br 2.627 0.411 7.074 0.622
H 2.991 1.764 -3.749 0.010
H -2.477 1.112 2.938 0.066
H 4.031 4.040 -2.949 0.045
Br -0.110 2.325 -2.699 0.640
H 4.354 1.868 5.376 0.040
H -0.979 -2.443 -3.049 0.043
C 3.882 2.230 -4.149 -0.721
C -4.206 2.423 2.861 -0.241
H -1.980 3.286 -4.056 0.062
H 2.572 -0.610 4.741 0.063
O 0.038 -7.061 -1.424 -0.561
C 1.676 0.526 0.209 -0.706
C -2.763 2.108 3.276 -0.132
Br 1.432 -1.215 -0.682 0.679
H 1.750 -4.887 -2.146 0.068
C 2.744 0.393 5.115 -0.672
Br -2.777 1.393 -0.727 0.715
C 4.560 3.100 -3.098 -0.638
H 4.892 0.267 4.933 0.052
C -2.927 1.877 -2.622 -0.631
H 3.050 -6.813 0.479 0.054
C 2.388 -7.190 -0.301 -0.271
H -2.612 2.185 4.357 0.079
S -2.784 -2.517 -1.402 0.786
Br 4.412 2.082 -1.394 0.650
H 1.952 1.034 4.733 0.035
H -4.984 1.798 3.292 0.107
Br 4.232 1.520 2.900 0.614
H 4.579 1.451 -4.447 0.061
C -1.960 2.972 -3.014 -0.609
C 1.408 -4.787 -1.113 -0.303
H -3.088 -4.813 -1.146 0.055
C -2.504 -4.240 -1.855 -0.249
H -1.437 -4.416 -1.939 0.017
H -2.768 0.998 -3.234 0.042
H -5.537 4.063 2.785 0.118
H -4.609 4.020 4.312 0.122
H -1.118 -0.921 -2.143 -0.035
Br 3.372 3.323 -5.676 0.618
C 0.345 0.907 0.770 -0.717
H -2.059 3.915 -2.479 0.062
H 1.898 1.127 -0.667 -0.047
C 4.091 0.991 4.800 -0.691
H -0.089 0.167 1.434 0.055
O -4.222 -2.264 -1.780 -0.573
H 2.860 -7.092 -1.278 0.056
Br 0.577 2.507 1.873 0.651
C -3.671 4.959 2.800 -0.246
H 5.584 3.419 -3.271 0.062
C -4.554 3.888 3.229 -0.194
H -2.103 2.876 2.879 0.010
H -2.247 -1.296 -3.455 0.050
H 2.156 -8.231 -0.092 0.051
H -0.288 1.249 -0.041 -0.089
H -4.239 2.278 1.781 0.058
C -1.675 -1.717 -2.628 -0.278
H 2.206 -4.329 -0.524 0.037
H -2.905 -4.310 -2.869 0.064
H 2.532 0.506 0.872 -0.016
S 0.813 -6.331 -0.367 0.813
H 0.654 -4.001 -1.163 -0.018
```

Computed properties:
- DFT total energy (a.u.) = -22224.2704
- total charge = 0
- HOMO-LUMO gap (eV) = 8.978
- E_HOMO (eV) = -8.8



[3]
A molecular structure, C16H35ClHgNNbO2P. Source: OMol25; level of theory: ωB97M-V/def2-TZVPD.

XYZ file:
```
58
Properties=species:S:1:pos:R:3:lowdin_charge:R:1
C -2.283 -1.671 2.001 -0.469
C -0.509 -1.848 -4.457 -0.062
H -1.342 -0.395 4.872 0.062
H -2.447 -1.830 -3.457 0.110
P -0.851 -0.500 2.194 0.897
H -3.474 -0.714 3.700 0.069
C -3.362 -1.679 3.160 -0.150
H 2.507 4.017 -2.832 0.095
Nb 0.250 0.260 0.053 1.351
Cl 0.385 2.567 1.051 -0.041
H 1.167 0.422 -2.711 0.077
H 1.034 -2.007 -1.614 0.052
H 4.078 2.436 1.528 0.061
H 2.252 -1.196 1.490 0.041
C 3.157 0.841 1.446 -0.510
C -0.805 -2.740 -0.855 -0.062
H -1.873 -2.602 -0.603 0.038
H -3.113 -2.509 3.872 0.074
C 1.314 1.067 -1.800 -0.186
H 0.421 -1.413 -4.027 0.059
H -0.031 2.920 -1.668 -0.161
H 0.910 -0.008 3.798 0.063
C 0.325 -0.941 3.576 -0.442
H 3.177 1.585 3.575 0.084
H -0.493 -3.789 -1.096 0.077
C 3.547 0.717 2.982 -0.058
C 2.347 -0.316 0.815 -0.274
H -4.348 -1.954 2.700 0.083
H 2.428 1.060 -1.625 0.078
C -1.788 -1.058 -3.929 -0.237
C -2.348 0.096 -1.962 -0.320
H -0.519 -1.853 -5.574 0.077
H -1.906 1.995 -0.923 -0.132
H 4.657 0.578 3.072 0.092
O -1.420 -0.008 -3.023 -0.197
H -2.785 -0.874 -1.622 0.093
H 1.026 -1.781 3.362 0.079
O 0.640 2.566 -3.599 -0.064
H -0.578 -2.927 -4.152 0.073
H -0.970 -2.207 4.949 0.073
C 0.167 -1.763 -0.938 -0.264
C 2.069 3.583 -1.891 -0.062
H 0.061 -0.932 5.816 0.088
Hg -1.317 3.941 -1.055 0.912
H 0.778 3.477 -3.893 0.090
H 2.908 -0.626 -0.112 0.066
C -1.833 0.881 -0.713 -0.318
H 1.605 4.454 -1.346 0.062
H 2.924 3.162 -1.317 0.057
C 0.941 2.513 -2.191 -0.562
C -0.541 -1.183 4.903 -0.141
H -3.226 0.692 -2.364 0.140
H -2.348 -0.679 -4.823 0.124
H 3.112 -0.238 3.380 0.049
N 3.582 1.882 0.816 0.086
H -2.550 0.678 0.132 0.046
H -1.890 -2.717 1.884 0.082
H -2.819 -1.430 1.044 0.051
```

Computed properties:
- DFT total energy (a.u.) = -1847.1697
- total charge = +1
- HOMO-LUMO gap (eV) = 3.538
- E_HOMO (eV) = -10.8



[4]
3 unconnected molecules or ions with the total composition C16H35N2O8PSi. Source: OMol25; level of theory: ωB97M-V/def2-TZVPD.

XYZ file:
```
63
Properties=species:S:1:pos:R:3:lowdin_charge:R:1
H 7.869 0.940 -3.192 -0.008
O -2.856 -5.307 4.079 -0.207
H -3.637 -3.171 -0.116 0.086
C -2.917 2.538 0.194 -0.186
O 0.617 1.947 -0.541 -0.209
C -3.931 -3.207 3.477 -0.173
C -3.811 -4.334 4.500 -0.189
H 3.365 3.273 -4.159 0.098
C 3.958 3.538 -3.189 -0.343
H -4.773 -4.844 4.596 0.124
H -3.536 -3.910 5.470 0.122
H 0.928 1.610 -2.530 0.118
C 3.945 -0.470 -4.567 0.026
O -2.073 3.587 -0.280 -0.208
H -3.429 4.142 -1.756 0.087
H -2.054 5.223 -1.494 0.088
H -4.786 -2.588 3.767 0.126
H 0.532 0.147 -1.597 0.125
H -1.312 0.922 -3.078 0.127
H -2.433 -4.224 -0.934 0.087
H -1.264 -6.398 4.734 0.088
H -1.265 -3.710 3.510 0.112
H 4.372 5.506 -2.830 0.075
H 1.247 0.240 0.468 0.086
H 7.783 3.235 -2.525 0.000
C -1.586 -3.122 1.437 -0.189
H -4.157 -3.586 2.480 0.113
O -2.383 -4.262 1.133 -0.206
H 3.260 3.758 -2.302 0.095
N 4.754 4.786 -3.487 -0.067
H -1.253 1.193 0.621 0.114
N 4.849 1.612 -0.979 -0.018
Si 5.013 1.995 -2.750 0.425
C -1.583 -2.840 2.937 -0.172
C -3.106 -4.127 -0.078 -0.107
H -1.688 -5.035 5.778 0.086
C -2.099 -5.836 5.153 -0.113
H -3.374 5.192 -0.301 0.087
H -0.564 -3.339 1.103 0.126
H 2.546 1.324 -0.137 0.052
H -2.717 -6.507 5.756 0.087
H 3.825 -1.110 -5.528 0.063
C -1.169 1.370 -2.090 -0.172
C 0.304 1.212 -1.721 -0.188
O -2.073 0.677 -1.226 -0.130
C -2.782 4.586 -0.991 -0.113
H 5.747 4.699 -3.202 0.029
C 1.544 1.280 0.298 -0.104
H -3.851 -4.926 -0.117 0.089
O -2.813 -2.315 3.443 -0.129
H -1.945 -2.234 0.903 0.115
H -1.449 2.418 -2.190 0.112
H -3.848 2.497 -0.379 0.123
O 5.623 3.799 0.125 0.054
O 7.157 2.741 -4.791 -0.562
H -3.154 2.759 1.237 0.125
H -2.836 0.455 0.630 0.122
C 5.310 2.636 -0.285 -0.266
H -0.836 -2.062 3.126 0.125
C -2.213 1.187 0.104 -0.174
P 7.155 2.183 -3.316 0.611
H 1.552 1.789 1.264 0.092
C 4.298 0.447 -3.675 -0.190
```

Computed properties:
- DFT total energy (a.u.) = -1972.6591
- total charge = 0
- SMILES = C#C[Si@@](CN)(N=C=O)[PH2]=O.COCCOCCOC.COCCOCCOC
- HOMO-LUMO gap (eV) = 8.690
- E_HOMO (eV) = -9.1



[5]
2 unconnected molecules or ions with the total composition C16H35O8P. Source: OMol25; level of theory: ωB97M-V/def2-TZVPD.

XYZ file:
```
60
Properties=species:S:1:pos:R:3:lowdin_charge:R:1
H -2.180 3.374 3.864 0.069
H -3.229 -1.438 1.437 0.089
H -2.785 1.244 4.123 0.112
C 3.664 -2.829 -4.062 -0.289
C -4.205 2.719 3.366 -0.223
C -3.597 0.531 2.227 -0.333
C 0.035 0.739 -1.903 -0.061
C 3.725 -3.274 -5.509 -0.076
H 4.021 -2.440 -6.149 0.073
C -3.036 3.730 3.289 -0.091
O 2.574 -1.929 -3.857 -0.219
O 1.195 -3.884 -3.426 -0.214
H 4.448 -4.081 -5.639 0.075
H 1.130 1.964 1.762 0.131
H -3.683 -1.377 3.120 0.090
H -2.702 3.792 2.253 0.068
P 1.193 -2.437 -3.135 0.500
O -1.037 1.984 0.351 0.136
C 4.329 1.169 2.245 -0.109
H -2.042 -0.942 2.721 0.076
O 1.267 -1.353 -1.980 -0.194
H 0.131 1.820 -1.990 0.088
H 4.578 -2.292 -3.799 0.115
H -4.521 0.762 4.100 0.118
C 1.290 0.943 2.101 -0.181
H 3.797 2.031 4.182 0.103
O -1.003 1.248 2.456 0.003
H 1.516 1.292 4.245 0.115
C -1.641 1.522 1.269 -0.562
H -0.779 0.417 -2.553 0.069
H 2.984 2.724 2.735 0.101
H 1.568 0.232 -3.334 0.112
C -2.060 -2.315 -3.068 -0.076
C -3.717 1.268 3.563 -0.158
H 2.458 -0.086 3.630 0.113
C 1.327 0.057 -2.289 -0.241
H 2.149 0.460 -1.695 0.119
H 3.588 -3.690 -3.398 0.103
H -0.240 0.487 -0.890 0.053
O 0.018 0.287 2.190 -0.056
C -3.066 -0.887 2.363 -0.019
H -4.802 3.003 4.234 0.100
O -2.942 1.312 1.188 0.092
H -1.653 -1.876 -5.132 0.119
C -1.174 -2.391 -4.299 -0.276
H 3.941 1.202 1.226 0.061
H -1.538 -2.686 -2.182 0.074
H 1.840 0.396 1.335 0.126
C 2.081 0.911 3.393 -0.180
H -4.799 2.818 2.458 0.109
H -2.965 -2.904 -3.213 0.079
H -2.352 -1.284 -2.863 0.068
H 4.440 0.113 2.497 0.074
H -1.028 -3.428 -4.605 0.109
H -4.628 0.425 1.887 0.148
H -3.332 4.709 3.658 0.069
C 3.331 1.810 3.225 -0.249
H 2.750 -3.615 -5.857 0.075
O 0.084 -1.749 -4.097 -0.197
H 5.285 1.689 2.230 0.069
```

Computed properties:
- DFT total energy (a.u.) = -1573.8746
- total charge = 0
- SMILES = CCCCOOC(=O)O[C@@H](C)CCC.CCOP(=O)(OCC)OCC
- HOMO-LUMO gap (eV) = 10.779
- E_HOMO (eV) = -10.0



[6]
3 unconnected molecules or ions with the total composition C16H35O9S. Source: OMol25; level of theory: ωB97M-V/def2-TZVPD.

XYZ file:
```
61
Properties=species:S:1:pos:R:3:lowdin_charge:R:1
H -4.851 -0.708 3.993 0.118
H 3.822 0.551 0.967 0.121
C -2.594 -4.267 1.835 -0.041
H -2.675 -3.509 1.057 0.083
H -3.505 1.040 -0.194 0.125
H 0.175 1.556 -2.987 0.117
H -1.591 2.833 1.397 0.081
C 1.077 2.154 -2.902 -0.200
C -2.800 1.889 -0.130 -0.248
H -0.470 0.062 -1.616 0.113
C -3.714 -2.827 3.281 -0.620
O 1.815 1.851 -4.105 0.070
H 5.927 1.199 -2.256 0.064
H -2.224 -0.311 -1.544 0.139
O -3.669 -2.330 4.508 0.036
C -6.011 -2.102 5.171 -0.060
H -6.404 -2.622 4.299 0.079
H -0.014 -2.383 1.767 0.133
C 1.869 -1.341 1.427 -0.129
H 5.441 -0.388 -2.977 0.065
H -3.338 2.940 1.691 0.080
O 3.644 1.864 -5.237 0.038
H 4.619 -0.953 0.354 0.108
H 5.355 3.043 -5.141 0.109
O 0.040 -1.452 -0.097 -0.152
C 0.674 -2.166 0.926 -0.181
H 1.656 1.820 -2.041 0.081
C 3.120 2.075 -4.039 -0.601
H 1.558 -0.447 1.990 0.132
H 3.900 1.714 -1.115 0.047
H -3.238 2.716 -0.706 0.122
C 5.069 2.008 -5.320 -0.005
H 2.543 -1.944 2.059 0.139
H 5.558 1.372 -4.584 0.070
C 3.735 -0.299 0.266 -0.359
H 5.319 1.705 -6.331 0.107
H -1.803 -1.157 0.797 0.128
O 3.757 2.284 -3.027 -0.055
H -0.648 0.212 0.984 0.126
C -2.541 2.278 1.320 -0.077
H 6.101 -0.328 -1.307 0.064
O -2.676 -3.659 3.128 -0.006
C 0.744 3.624 -2.807 -0.036
H 0.109 3.780 -1.934 0.084
H 0.196 3.944 -3.693 0.093
H -3.379 -5.008 1.696 0.102
O -1.603 1.524 -0.823 -0.178
H -6.751 -1.369 5.497 0.084
H -4.320 -0.846 5.687 0.124
H -1.620 -4.748 1.819 0.092
C -4.725 -1.388 4.835 -0.198
O -4.452 -2.485 2.393 0.116
O 2.512 -0.913 0.211 -0.220
H 1.647 4.225 -2.703 0.083
H 1.032 -3.116 0.511 0.137
H -5.854 -2.811 5.983 0.085
C -1.378 0.150 -1.003 -0.183
C -1.005 -0.579 0.294 -0.162
S 3.801 0.419 -1.469 1.185
H -2.477 1.417 2.001 0.066
C 5.512 0.206 -2.060 -0.235
```

Computed properties:
- DFT total energy (a.u.) = -1705.6734
- total charge = +1
- HOMO-LUMO gap (eV) = 9.117
- E_HOMO (eV) = -12.1